# 1
Computed, not measured: C21H31F5HgP2 as an isolated structure at a distorted geometry, with ωB97M-V/def2-TZVPD.

Output
- Relative energy (zero: lowest compared OMol25 entry of this formula, charge and spin): 114.4 kcal per mole
- E_HOMO (spin up / spin down): -6.78 / -5.99 eV
- Orbital gap (spin up / spin down): 6.6 / 5.9 eV
- LUMO energy (spin up / spin down): -0.15 / -0.08 eV

Positions of all 60 atoms, in Å:
P -1.748 -3.072 -1.848
P -1.793 -5.061 1.242
C -1.043 -4.765 -1.516
C -1.691 -5.694 -0.471
H 0.023 -4.623 -1.285
H -1.094 -5.265 -2.504
H -2.714 -6.003 -0.760
H -1.125 -6.645 -0.453
C -0.744 -6.628 1.937
H -0.528 -6.515 3.018
H 0.217 -6.689 1.393
H -1.267 -7.586 1.795
C -3.192 -5.919 2.199
H -3.363 -6.919 1.770
H -4.149 -5.389 2.176
H -2.926 -6.053 3.253
C -0.977 -2.685 -3.469
H -1.341 -1.687 -3.779
H -1.242 -3.414 -4.244
H 0.114 -2.690 -3.314
C -3.418 -3.538 -2.431
H -3.920 -4.218 -1.729
H -3.282 -4.028 -3.399
H -4.031 -2.637 -2.573
Hg 0.152 -0.256 -2.537
C -1.144 -4.063 2.920
C -0.243 -4.152 1.785
C 0.103 -2.930 0.972
C -1.064 -2.024 0.556
C -2.348 -2.670 0.019
C -2.975 -3.642 0.948
C -3.248 -2.876 2.253
C -2.039 -2.916 3.211
C -0.595 0.563 -4.334
H -0.977 -4.750 3.755
H 0.647 -4.781 1.853
H 0.681 -3.218 0.081
H 0.802 -2.329 1.576
H -1.279 -1.335 1.381
H -0.648 -1.376 -0.230
H -3.059 -1.859 -0.215
H -3.900 -4.047 0.515
H -4.130 -3.294 2.752
H -3.465 -1.827 2.018
H -1.479 -1.968 3.242
H -2.433 -3.028 4.228
H -0.400 1.647 -4.254
H -1.673 0.384 -4.451
H -0.035 0.130 -5.178
F 3.110 -0.817 -1.356
C 2.311 -0.278 -0.396
C 1.037 0.155 -0.717
C 0.270 0.773 0.266
F -0.953 1.291 -0.056
C 0.672 0.761 1.598
F -0.197 1.110 2.570
C 1.916 0.234 1.931
F 2.271 0.105 3.226
C 2.759 -0.242 0.926
F 3.967 -0.744 1.249

***

# 2
Computed, not measured: C3H3O3Tl as an isolated structure at a distorted geometry, with ωB97M-V/def2-TZVPD.

Output
- Relative energy (zero: lowest compared OMol25 entry of this formula, charge and spin): 0.0 kcal per mole
- E_HOMO: -19.83 eV
- Orbital gap: 8.9 eV
- Charge: +2
- LUMO energy: -10.92 eV

Positions of all 10 atoms, in Å:
O -0.598 -0.868 -0.627
Tl 3.658 -2.177 -1.326
O 1.575 -1.539 -0.803
C 0.632 -0.895 -0.541
O 0.949 0.690 0.465
C -0.096 1.249 0.624
H -1.142 1.698 1.347
C -1.358 0.623 0.288
H -1.824 1.147 -0.562
H -1.796 0.072 1.135

***

# 3
Computed, not measured: the molecule C6H8S at a distorted geometry, with ωB97M-V/def2-TZVPD.

Output
- SMILES: C=C/C=C/SC=C
- Relative energy (zero: lowest compared OMol25 entry of this formula, charge and spin): 39.7 kcal per mole
- E_HOMO: -8.06 eV
- Orbital gap: 9.0 eV
- LUMO energy: 0.90 eV

Positions of all 15 atoms, in Å:
C 2.123 1.472 -2.289
C 1.252 2.111 -1.481
C 0.090 1.416 -0.858
C 0.145 0.156 -0.424
S -1.178 -0.666 0.330
C -0.324 -1.526 1.597
C -0.959 -2.030 2.640
H 1.976 0.448 -2.639
H 2.967 1.969 -2.785
H 1.460 3.169 -1.296
H -0.861 1.948 -0.834
H 0.999 -0.465 -0.548
H 0.763 -1.650 1.496
H -2.027 -1.835 2.775
H -0.396 -2.527 3.436

***

# 4
Computed, not measured: the molecule C4H5NO, with ωB97M-V/def2-TZVPD.

Output
- Relative energy (zero: lowest compared OMol25 entry of this formula, charge and spin): 99.7 kcal per mole
- E_HOMO: -10.33 eV
- Orbital gap: 10.3 eV
- LUMO energy: -0.04 eV

Positions of all 11 atoms, in Å:
N -1.236 0.413 -1.096
C -1.382 0.499 0.158
O -0.578 -0.132 1.028
C 0.491 -0.868 0.432
C 1.611 0.042 -0.009
C 1.789 0.765 -1.077
H -1.951 0.948 -1.581
H -2.143 1.064 0.703
H 0.108 -1.429 -0.423
H 0.832 -1.553 1.208
H 2.459 0.252 0.657

***

# 5
Computed, not measured: C21H60AsF6O15S9 as an isolated structure at a distorted geometry, with ωB97M-V/def2-TZVPD.

Output
- E_HOMO: -7.03 eV
- Orbital gap: 8.4 eV
- Charge: -1
- LUMO energy: 1.34 eV

Positions of all 112 atoms, in Å:
As 11.232 -2.869 -18.855
F 12.306 -2.853 -20.232
F 9.957 -2.043 -19.817
F 9.961 -2.873 -17.596
F 12.376 -3.606 -17.792
F 11.768 -1.203 -18.358
F 10.572 -4.512 -19.377
O 13.332 6.216 -21.319
S 12.952 5.014 -22.099
O 11.547 4.739 -22.330
O 13.878 4.954 -23.565
C 13.479 4.133 -24.602
C 14.603 4.233 -25.726
C 13.609 3.493 -21.217
H 12.554 4.436 -25.093
H 13.297 3.113 -24.263
H 14.918 5.247 -25.972
H 14.425 3.524 -26.534
H 15.562 3.873 -25.352
H 13.370 2.520 -21.645
H 13.067 3.491 -20.272
H 14.652 3.651 -20.944
O 19.079 0.526 -20.631
S 19.519 0.656 -22.033
O 19.497 1.837 -22.878
O 20.912 -0.126 -22.212
C 21.654 -0.012 -23.391
C 22.742 1.143 -23.533
C 18.431 -0.459 -22.954
H 20.974 -0.048 -24.243
H 22.280 -0.888 -23.561
H 23.403 1.212 -22.669
H 22.203 2.085 -23.637
H 23.470 1.092 -24.342
H 18.548 -0.438 -24.038
H 17.416 -0.119 -22.749
H 18.726 -1.390 -22.470
O 14.460 -7.613 -26.240
S 15.312 -7.966 -25.122
O 15.423 -9.317 -24.600
O 16.820 -7.451 -25.417
C 17.029 -6.326 -26.273
C 18.156 -5.547 -25.622
C 14.861 -6.829 -23.758
H 16.136 -5.714 -26.145
H 17.256 -6.392 -27.337
H 19.033 -6.185 -25.736
H 18.128 -5.136 -24.613
H 18.317 -4.664 -26.242
H 14.408 -5.959 -24.233
H 15.789 -6.584 -23.241
H 14.285 -7.439 -23.062
C 11.946 -9.951 -16.073
S 13.292 -10.280 -17.278
O 12.757 -10.320 -18.705
C 14.176 -8.655 -17.056
H 11.517 -8.951 -16.018
H 12.381 -9.935 -15.074
H 11.093 -10.627 -16.131
H 15.155 -8.656 -17.535
H 14.270 -8.391 -16.003
H 13.541 -7.920 -17.552
C 15.800 -0.092 -14.329
S 16.684 1.115 -13.234
O 16.651 0.535 -11.777
C 18.421 0.808 -13.864
H 15.997 0.275 -15.336
H 14.712 -0.141 -14.288
H 16.133 -1.130 -14.347
H 18.675 1.631 -14.532
H 18.421 -0.172 -14.341
H 19.156 0.793 -13.060
C 4.733 -5.906 -17.838
S 3.829 -7.246 -16.931
O 2.960 -6.457 -15.923
C 2.648 -7.562 -18.325
H 5.660 -5.743 -17.287
H 4.056 -5.083 -18.069
H 5.002 -6.256 -18.835
H 2.100 -6.622 -18.395
H 1.970 -8.375 -18.068
H 3.156 -7.756 -19.269
C 7.682 0.910 -15.244
S 9.171 1.687 -14.712
O 9.487 2.856 -15.619
C 8.507 2.250 -13.065
H 7.849 0.843 -16.319
H 6.879 1.588 -14.954
H 7.647 -0.022 -14.679
H 8.045 3.236 -13.119
H 9.264 2.393 -12.293
H 7.905 1.490 -12.566
C 7.979 -3.328 -11.453
S 6.820 -2.988 -10.002
O 7.465 -1.867 -9.206
C 5.377 -2.096 -10.912
H 8.561 -2.447 -11.725
H 7.481 -3.562 -12.393
H 8.643 -4.047 -10.972
H 4.458 -2.262 -10.350
H 5.020 -2.685 -11.757
H 5.500 -1.050 -11.193
C 8.066 2.457 -26.354
S 7.604 0.726 -25.989
O 7.812 0.033 -27.355
C 9.086 0.327 -24.904
H 7.235 2.782 -26.979
H 9.058 2.610 -26.780
H 7.975 2.800 -25.323
H 9.206 -0.731 -24.671
H 8.902 0.851 -23.966
H 9.992 0.652 -25.416

***

# 6
Computed, not measured: a 3-piece molecular cluster, C16H35N2O7PS overall at a distorted geometry, with ωB97M-V/def2-TZVPD.

Output
- SMILES: PCCSc1nnco1.COCCOCCOC.COCCOCCOC
- Relative energy (zero: lowest compared OMol25 entry of this formula, charge and spin): 13.8 kcal per mole
- E_HOMO: -8.71 eV
- Orbital gap: 9.2 eV
- LUMO energy: 0.50 eV

Positions of all 62 atoms, in Å:
P 2.197 -1.607 2.814
C 3.679 -2.412 2.100
C 4.070 -3.743 2.721
S 5.688 -4.365 2.154
C 6.656 -2.978 2.581
N 7.473 -2.307 1.896
N 7.983 -1.323 2.746
C 7.418 -1.478 3.851
O 6.545 -2.533 3.851
H 1.043 -2.276 2.378
H 2.267 -1.679 4.214
H 4.477 -1.689 2.176
H 3.535 -2.573 1.039
H 3.328 -4.506 2.543
H 4.145 -3.635 3.796
H 7.518 -0.929 4.761
C -3.946 -0.213 -2.345
O -3.589 -1.470 -1.816
C -2.279 -1.854 -2.197
C -1.767 -2.969 -1.312
O -1.285 -2.518 -0.053
C -2.269 -2.168 0.913
C -2.958 -3.359 1.539
O -3.982 -3.849 0.691
C -4.397 -5.145 1.056
H -3.918 -0.223 -3.441
H -4.961 0.008 -2.020
H -3.280 0.574 -1.970
H -1.598 -0.996 -2.127
H -2.306 -2.203 -3.239
H -0.897 -3.407 -1.807
H -2.512 -3.756 -1.194
H -2.992 -1.463 0.499
H -1.718 -1.650 1.702
H -3.412 -3.054 2.493
H -2.218 -4.146 1.731
H -3.569 -5.859 0.970
H -5.189 -5.445 0.373
H -4.786 -5.162 2.081
C 0.374 7.247 -2.924
O 0.261 6.145 -2.054
C -0.687 6.372 -1.025
C -1.088 5.071 -0.368
O -2.049 4.329 -1.108
C -1.572 3.610 -2.236
C -0.833 2.339 -1.880
O 0.506 2.619 -1.512
C 1.097 1.530 -0.838
H 0.694 8.146 -2.383
H 1.122 7.002 -3.675
H -0.579 7.446 -3.429
H -1.580 6.861 -1.433
H -0.233 7.032 -0.271
H -1.586 5.317 0.572
H -0.213 4.463 -0.132
H -0.969 4.245 -2.887
H -2.470 3.326 -2.789
H -0.822 1.671 -2.754
H -1.354 1.838 -1.054
H 0.565 1.318 0.097
H 2.123 1.801 -0.599
H 1.101 0.633 -1.468